# C38H81N3O10S7

A cluster of 13 separate species, C38H81N3O10S7 in total in a non-equilibrium geometry (ωB97M-V with the def2-TZVPD basis set, OMol25).

Geometry as XYZ:
```
139
Properties=species:S:1:pos:R:3:forces:R:3
C -3.5799 -2.7220 -5.8913 -0.83 0.24 -0.33
C -4.1058 -1.4649 -5.1750 -1.62 -0.23 -0.12
C -4.7565 -2.0416 -3.9252 -0.50 -1.24 0.21
O -4.0257 -3.2578 -3.6863 -0.19 0.48 1.00
C -3.9346 -3.8632 -4.9404 1.36 -1.78 -0.49
H -2.5216 -2.6646 -6.0102 0.78 0.08 -0.14
H -4.0288 -2.8390 -6.8718 -0.01 -0.13 -0.17
H -4.9029 -0.8944 -5.6726 0.42 -0.23 -0.45
H -3.3144 -0.7925 -4.9838 0.87 0.77 0.54
H -5.8089 -2.3809 -4.1276 0.59 0.58 -0.09
H -4.8010 -1.4246 -3.0228 0.41 -0.13 -0.15
H -4.9283 -4.3250 -5.2320 1.05 0.14 0.32
H -3.0425 -4.6590 -4.8933 -2.29 1.48 -0.11
C 5.6863 -3.4779 4.1758 -1.47 0.29 0.45
C 6.1825 -2.9208 2.8860 2.04 1.89 -0.46
C 4.9608 -2.7160 2.0449 -0.63 0.26 -1.34
O 3.9335 -2.2755 2.9375 0.88 -0.42 0.03
C 4.3095 -2.6805 4.2706 -0.85 -1.10 -0.03
H 6.2742 -3.3026 5.0759 0.25 0.22 -0.26
H 5.6440 -4.5606 4.0476 -0.84 -0.05 0.32
H 6.9179 -3.5159 2.3319 -0.05 -0.03 0.36
H 6.6668 -1.9383 3.1261 -0.30 -0.54 -0.47
H 4.7698 -3.6918 1.5046 -0.52 0.69 0.67
H 4.9919 -1.9386 1.2431 0.45 -0.88 0.62
H 3.4493 -3.2839 4.5778 0.37 -0.35 0.43
H 4.2804 -1.8041 4.9401 0.61 -0.20 -0.34
C -0.4211 -4.1241 0.6631 0.35 0.94 -1.65
C -1.7458 -4.5456 1.1700 0.02 -2.16 1.72
C -1.2958 -5.3778 2.4469 -0.91 0.20 -1.23
O 0.1053 -5.2163 2.5751 -0.30 0.19 1.98
C 0.5951 -5.0563 1.2851 0.62 0.36 -0.71
H -0.2761 -3.1080 1.0539 0.57 -0.18 -0.28
H -0.3937 -4.0850 -0.4384 0.18 0.08 0.33
H -2.2390 -5.2994 0.5319 -0.27 0.98 0.03
H -2.3207 -3.7265 1.5550 -0.79 0.34 -0.56
H -1.6441 -6.3879 2.2458 0.74 -0.70 0.04
H -1.8546 -5.1115 3.3218 0.31 0.59 0.80
H 0.6294 -6.0880 0.9332 0.12 0.08 -1.17
H 1.6037 -4.5762 1.1959 -0.66 -0.60 0.77
C 0.2330 -1.8631 3.5765 3.80 -0.51 -0.56
S 0.6402 -1.0101 5.0973 0.94 -0.94 0.03
O 0.1377 0.3781 5.0267 -0.68 0.67 0.03
C -0.3731 -1.9668 6.2470 0.64 -0.38 -0.26
H -0.7349 -1.7389 3.2174 -1.89 0.15 -0.32
H 0.5899 -2.9128 3.6851 -0.74 0.42 0.14
H 1.0043 -1.4936 2.8147 -1.13 -0.04 0.94
H -1.3635 -2.0469 5.8561 -1.07 0.68 0.19
H -0.2191 -1.5318 7.2507 -0.45 -0.31 -0.56
H -0.0560 -3.0160 6.1903 0.56 0.29 0.29
C 2.7258 0.5020 -4.8013 -1.94 -0.83 -1.54
S 1.6573 -0.4852 -6.0045 3.23 -1.93 -0.77
O 1.7037 -1.9035 -5.4526 -0.57 1.22 -0.52
C 0.1409 0.2184 -5.6418 -0.71 2.37 1.51
H 3.7310 0.0367 -4.7312 -0.63 0.98 -0.41
H 2.1335 0.3172 -3.9451 -0.06 -0.27 1.51
H 2.4215 1.5165 -5.0923 1.42 0.14 0.06
H -0.6737 -0.4208 -5.7507 -1.07 -1.60 -0.68
H -0.1060 1.1477 -6.1968 0.60 -0.45 0.32
H 0.1766 0.3981 -4.5698 -0.36 0.51 0.29
C -1.9728 1.3246 2.4090 0.47 -1.62 -1.43
S -3.3434 0.4182 3.1132 -0.66 1.54 1.28
O -3.0095 -1.0077 3.3114 0.59 -0.69 -0.13
C -3.2112 1.2293 4.7788 0.64 -0.01 -0.28
H -1.7811 0.7852 1.4194 0.12 0.75 1.31
H -1.1303 1.2799 3.0928 0.28 -0.11 -0.13
H -2.2266 2.3424 2.1720 -0.41 0.45 0.08
H -3.2367 2.3194 4.6089 -0.58 -0.37 0.11
H -2.2056 1.0645 5.2339 -0.64 -0.42 -0.52
H -4.0096 0.8224 5.4205 0.28 0.44 -0.31
C 5.9802 0.9017 -1.2355 1.47 0.77 -0.32
S 5.4229 1.9632 0.0699 1.05 -1.27 1.86
O 4.1333 2.5158 -0.3527 -1.52 0.66 -0.96
C 4.9382 0.6666 1.2711 1.61 -0.78 0.35
H 5.2873 0.1591 -1.4726 -1.31 -1.44 -0.05
H 6.9888 0.4681 -1.0961 -0.53 0.36 0.23
H 5.9981 1.5774 -2.0777 0.30 0.25 -0.41
H 4.2684 1.1299 1.9592 -0.51 0.52 0.37
H 5.8138 0.3135 1.9226 -1.00 0.35 -1.24
H 4.4237 -0.1732 0.7691 0.34 0.49 0.04
C -2.9429 2.6681 -4.4494 -0.29 0.28 -2.92
S -2.4793 4.1336 -3.5816 0.72 1.03 -0.32
O -1.1233 4.4431 -4.1586 -0.24 -0.03 0.38
C -3.6275 5.3816 -4.2764 -0.85 -1.50 0.42
H -2.6960 2.7190 -5.5743 -0.36 0.50 1.57
H -3.9843 2.4319 -4.3614 -0.61 -0.12 0.34
H -2.3247 1.8766 -4.1178 0.56 -0.79 0.80
H -4.6531 5.0616 -3.9851 0.65 0.30 -0.16
H -3.5300 5.4497 -5.3446 0.17 -0.18 -0.52
H -3.3915 6.3326 -3.8459 0.25 0.41 0.46
C -6.0454 3.3610 0.2555 -0.68 0.36 -1.63
S -5.9982 2.5458 -1.3550 0.96 -0.15 0.03
O -5.6110 3.5196 -2.4366 -0.20 -0.27 0.61
C -4.4324 1.6607 -0.9955 -0.99 -0.76 -2.48
H -6.9275 4.0099 0.1471 0.56 0.14 0.61
H -5.0860 3.8265 0.4428 -0.07 0.39 0.17
H -6.2378 2.5432 0.9091 -0.21 -0.47 0.88
H -3.7014 2.4264 -0.8303 0.59 0.35 0.02
H -4.2944 1.1688 -2.0386 0.32 0.45 2.01
H -4.4930 0.9589 -0.1642 -0.12 -0.08 -0.20
C 1.7660 -2.4157 -2.6602 1.43 -0.69 -0.63
S 2.5804 -2.8289 -1.1294 0.57 1.75 0.73
O 3.8223 -1.9376 -1.0852 -0.81 -0.33 0.07
C 3.2584 -4.4456 -1.3465 -0.60 -0.38 -1.86
H 0.9923 -3.0891 -2.9269 -0.82 -0.86 0.01
H 2.4562 -2.3849 -3.5049 0.18 -0.15 0.29
H 1.3448 -1.4484 -2.5736 -0.38 0.99 0.51
H 3.2949 -4.9058 -0.3969 0.31 -0.38 1.13
H 4.2542 -4.3040 -1.7821 -0.30 -0.24 -0.04
H 2.5737 -5.0657 -1.9624 0.56 0.34 0.10
N 2.6293 4.9677 3.3715 1.15 0.73 -0.77
C 1.9740 4.2050 4.2942 -1.20 1.79 0.88
C 1.8125 2.9410 3.8068 0.90 0.78 -0.99
C 2.4399 2.9374 2.5121 0.54 -0.20 -0.53
C 3.0196 4.1680 2.2981 -2.09 0.30 1.84
H 2.7758 5.9937 3.3836 -0.17 -1.41 0.29
H 1.4559 4.7595 5.1169 0.82 -1.00 -0.55
H 1.3287 2.1754 4.3353 -0.60 -1.04 0.30
H 2.4636 2.2000 1.7063 -0.11 -0.06 0.72
H 3.4504 4.6382 1.4709 0.71 0.17 -1.15
N 1.5683 1.1912 -1.2537 -0.76 0.08 0.27
C 0.5729 1.7998 -2.0066 -0.45 -1.93 1.00
C -0.5630 1.0705 -1.7261 -1.42 0.09 -1.65
C -0.2898 0.0369 -0.8188 -1.30 -0.73 0.33
C 0.9969 0.1672 -0.4915 2.63 0.80 -0.17
H 2.5406 1.4691 -1.1924 -0.04 0.28 0.25
H 0.6225 2.5585 -2.7532 0.68 0.55 -0.08
H -1.4946 1.0950 -2.3031 0.34 0.46 0.43
H -0.9428 -0.7750 -0.4755 0.19 0.64 -0.13
H 1.6132 -0.3786 0.2027 0.09 -0.08 -0.02
N -0.6517 4.4929 2.3840 -1.72 0.98 0.59
C -1.6052 5.1323 3.1924 0.46 -0.75 -2.08
C -2.6585 5.4420 2.3593 -0.43 0.23 1.85
C -2.3739 4.9743 1.0805 -0.95 0.38 -1.83
C -1.1444 4.4156 1.1094 1.90 -0.52 0.20
H 0.2722 4.2577 2.6722 0.50 -0.43 0.15
H -1.5246 5.2436 4.2406 0.36 0.12 0.69
H -3.5524 5.9202 2.7365 -0.03 -0.01 -0.30
H -2.9610 5.1250 0.1659 0.23 -0.16 0.54
H -0.4931 3.9959 0.3484 -0.40 0.08 -0.03
```
Forces are in eV/Å.

Results
HOMO: -8.1 eV
Net charge: 0
Total energy: -141501.6957 eV
M: 964.55 g/mol
HOMO-LUMO gap: 8.59 eV